1.
17
Properties=species:S:1:pos:R:3:forces:R:3 method="wB97M-V/def2-TZVPD" total_charge=0 homo_energy_ev=-8.70 smiles="C=C(CBr)P(C)C" orbital_gap_ev=9.26 e_lumo_ev=0.56
C 0.6618 2.0532 0.8107 0.1 2.1 1.8
C 0.3732 0.9100 0.2054 0.2 0.0 -0.5
C -2.0291 -0.3716 -0.7004 -2.0 3.3 1.0
C -0.0033 -1.6128 0.9332 -0.6 -0.7 -1.8
C 1.2872 0.3914 -0.9128 -0.1 1.5 0.4
P -1.0379 -0.0827 0.8181 0.4 0.1 0.8
Br 2.9943 -0.2338 -0.0498 -0.2 0.6 -0.8
H 0.0619 2.5332 1.6593 0.4 -1.3 -1.3
H 1.5615 2.7091 0.6751 -0.6 -1.0 -0.6
H -3.1306 -0.5531 -0.4532 1.5 0.4 -0.3
H -1.6900 -1.1424 -1.2607 1.1 -2.5 -1.9
H -1.9169 0.5863 -1.3155 -0.5 -1.2 0.8
H -0.4969 -2.4087 1.4438 -0.2 -0.3 1.3
H 1.0362 -1.4378 1.2164 -0.5 -0.1 0.3
H -0.0255 -2.1067 -0.0649 0.6 0.6 0.1
H 1.3958 1.2992 -1.6196 0.6 -1.9 0.8
H 0.9582 -0.5328 -1.3851 -0.2 0.5 -0.2

=====

2.
25
Properties=species:S:1:pos:R:3:forces:R:3 method="wB97M-V/def2-TZVPD" total_charge=0 homo_energy_ev=-10.58 smiles=ClCCl.ClCCl.ClCCl.ClCCl.ClCCl orbital_gap_ev=11.16 e_lumo_ev=0.58
C 0.2337 -0.3095 0.0913 0.2 0.5 0.1
Cl -1.0721 -0.2400 1.2911 0.0 0.0 0.0
Cl 0.1814 -1.7401 -0.9068 0.0 -0.4 -0.1
H 0.1320 0.5573 -0.5514 -0.1 0.0 0.0
H 1.1819 -0.2790 0.6155 0.0 -0.1 0.0
C 4.3405 -1.8963 -0.4734 -0.1 0.1 0.0
Cl 3.7426 -1.3990 1.1210 0.0 0.0 0.0
Cl 3.6551 -0.9235 -1.7751 0.1 0.0 0.0
H 5.4139 -1.7623 -0.4758 0.0 -0.1 0.0
H 4.0454 -2.9263 -0.6246 0.1 0.0 0.0
C 2.9427 3.0105 -3.2076 0.0 -0.2 0.1
Cl 1.9355 2.2293 -1.9738 0.0 0.1 0.0
Cl 3.1761 1.9751 -4.6213 -0.1 0.1 0.0
H 2.4409 3.9234 -3.4986 0.1 0.0 -0.1
H 3.9177 3.1921 -2.7752 0.0 0.1 0.0
C -3.4267 -0.9813 4.1788 0.1 -0.2 0.0
Cl -4.2394 0.5445 3.8374 0.0 0.1 0.0
Cl -2.3740 -0.8953 5.6006 0.0 0.0 0.0
H -4.1804 -1.7370 4.3619 0.0 0.0 0.0
H -2.8120 -1.2541 3.3290 0.0 0.1 0.0
C -3.8675 0.3342 -0.7123 -0.3 -0.1 0.4
Cl -4.4587 -0.8924 0.4361 0.0 0.0 -0.1
Cl -2.8817 -0.3825 -1.9757 0.1 0.1 -0.1
H -4.7398 0.8035 -1.1501 0.0 0.0 -0.1
H -3.2873 1.0486 -0.1413 0.1 0.0 -0.1

=====

3.
18
Properties=species:S:1:pos:R:3:forces:R:3 method="wB97M-V/def2-TZVPD" total_charge=0 homo_energy_ev="-6.76 / -6.77" orbital_gap_ev="7.70 / 7.67" e_lumo_ev="0.94 / 0.91"
C -0.8373 -1.5875 0.5503 2.5 0.3 -0.8
C 0.7322 -1.3249 0.7551 -1.4 -0.3 1.7
C 0.4351 0.9115 0.4712 -0.3 1.9 -1.6
C -1.7892 0.1842 -0.8471 1.2 -3.2 3.1
C 0.7969 2.2152 -0.2380 -0.2 -0.3 0.0
N -1.2992 -1.1418 -0.7908 1.9 -0.9 -0.5
O 1.1856 -0.1569 0.1104 -0.1 -0.2 0.1
Cl -3.2075 0.4231 0.0598 -0.4 0.4 0.0
H -0.8602 -2.6412 0.5921 -0.6 -1.4 0.0
H -1.3211 -1.2394 1.4486 -0.8 0.6 -0.4
H 0.8000 -1.1797 1.8827 0.5 -0.3 -1.1
H 1.3479 -2.2034 0.4637 -0.3 0.8 -0.1
H -0.1480 0.9021 1.3727 0.1 -0.2 0.4
H -1.5092 0.7645 -1.6085 0.4 2.3 -2.9
H -0.0866 2.8385 -0.5381 0.7 -0.7 0.4
H 1.3759 1.9957 -1.1455 -0.3 -0.2 0.1
H 1.4788 2.8550 0.3357 -0.2 0.0 0.2
H -0.4577 -1.4154 -1.4640 -2.7 1.4 1.5

=====

4.
19
Properties=species:S:1:pos:R:3:forces:R:3 method="wB97M-V/def2-TZVPD" total_charge=0 homo_energy_ev=-8.73 smiles="C[N+](C)(C)[C@H](Cl)C(=O)[O-]" orbital_gap_ev=9.03 e_lumo_ev=0.30
C -2.8443 -0.9313 -0.0415 1.7 1.5 0.3
C 0.1800 -1.1964 -0.6488 -1.3 0.9 1.0
C -0.3930 -0.0041 1.4570 0.5 -1.8 1.8
C 0.6292 1.1330 -0.4520 -0.3 2.9 -0.6
C -1.8592 0.2868 -0.4326 1.7 -1.6 -1.3
N -0.2571 0.0821 0.0186 -2.5 -0.4 -0.8
O -2.2401 -1.8735 0.4324 -0.2 -2.3 0.9
O -3.9661 -0.6368 -0.3315 -1.9 0.0 -0.5
Cl -2.4104 1.7509 0.2181 -0.3 1.4 -0.4
H 0.2144 -0.8929 -1.6727 1.0 -0.6 -0.7
H 0.9457 -1.6676 -0.0750 1.5 0.3 -0.3
H -0.6243 -1.8580 -0.4603 -1.0 -0.7 -0.3
H 0.6034 -0.0449 1.8566 0.6 -0.1 0.4
H -0.8480 0.9054 1.8465 -0.2 -0.3 -0.1
H -0.9385 -0.9904 1.7437 0.7 2.1 -0.7
H 0.5259 2.1483 0.0268 -0.9 -1.1 -0.3
H 1.6578 0.9779 -0.2605 1.1 -1.2 0.4
H 0.5529 1.2765 -1.5506 -0.3 -0.2 0.7
H -1.8070 0.1192 -1.5353 0.0 1.2 0.6

=====

5.
17
Properties=species:S:1:pos:R:3:forces:R:3 method="wB97M-V/def2-TZVPD" total_charge=-1 homo_energy_ev=-3.85 orbital_gap_ev=7.01 e_lumo_ev=3.16
S -1.3913 0.8216 1.3093 0.1 0.0 -0.1
C 0.2847 1.3657 0.8858 0.4 0.2 0.4
C -1.2635 -0.8555 0.6344 -0.1 -0.5 0.3
C 0.5901 1.2170 -0.6013 0.0 0.2 -0.2
C -0.8612 -0.8652 -0.8369 -0.2 -0.1 -0.2
C 0.5166 -0.2397 -1.0631 0.3 -0.2 -0.1
H 0.3462 2.4239 1.2048 0.0 -0.5 -0.2
H 1.0120 0.7894 1.4895 -0.3 0.1 -0.3
H -2.2598 -1.3149 0.7816 0.4 0.2 -0.1
H -0.5352 -1.4305 1.2382 -0.2 0.3 -0.2
H -0.1308 1.8275 -1.1783 0.3 -0.2 0.2
H 1.6035 1.6159 -0.7996 -0.4 -0.2 0.1
H -0.8550 -1.9113 -1.1988 0.0 0.4 0.1
H -1.6219 -0.3117 -1.4204 0.2 -0.2 0.2
H 1.2705 -0.8283 -0.5057 -0.2 0.2 -0.2
H 0.7730 -0.2967 -2.1385 -0.1 0.0 0.4
Cl 2.5222 -2.0069 2.1989 -0.1 0.1 -0.1

=====

6.
21
Properties=species:S:1:pos:R:3:forces:R:3 method="wB97M-V/def2-TZVPD" spin_multiplicity=3 total_charge=0 homo_energy_ev="-6.11 / -9.41" s2=2.0099 orbital_gap_ev="6.70 / 6.88" e_lumo_ev="0.58 / -2.53"
C -2.1203 -2.5264 -0.8958 1.7 -0.2 6.9
C 1.0242 1.8346 -0.6270 2.3 2.7 0.7
C -1.0525 -0.1059 0.2504 -4.7 -3.3 0.7
C 1.5371 0.1542 1.1544 -0.4 0.3 0.6
C 0.6279 1.2479 0.7055 3.4 1.1 0.2
O -0.4234 -0.8355 -2.1008 0.4 -0.6 0.8
O 1.6710 0.9164 -1.4694 0.9 1.2 0.9
O 0.1873 2.0697 1.6799 0.0 0.0 1.0
F 2.6878 0.6513 1.6695 0.9 0.7 0.5
F 1.0014 -0.5573 2.2138 -0.4 0.0 -0.1
S -0.5754 -1.4530 -0.7093 -0.6 0.6 -2.3
H -1.7805 -3.5277 -0.5752 0.0 0.3 -0.5
H -2.5650 -2.5518 -1.7791 -1.6 0.5 -4.0
H -2.7930 -2.2225 -0.0231 0.5 -0.2 -1.5
H 1.9958 2.5027 -0.3900 -2.2 -0.6 -0.1
H 0.2805 2.5772 -1.0836 0.7 -1.4 0.4
H -1.6629 0.6404 -0.2933 0.7 -0.2 0.4
H -1.4557 -0.4949 1.2513 0.9 1.1 -1.2
H 1.8421 -0.5057 0.3854 -0.1 -0.8 -0.8
H 1.0529 0.4100 -1.9345 -1.9 -1.6 -1.4
H 0.5207 1.7762 2.5711 -0.5 0.3 -1.2

=====

7.
17
Properties=species:S:1:pos:R:3:forces:R:3 method="wB97M-V/def2-TZVPD" total_charge=0 homo_energy_ev=-9.09 smiles=CC1(CF)CNC1 orbital_gap_ev=10.03 e_lumo_ev=0.94
C 0.1423 -1.3271 -1.1227 -0.7 -1.0 -0.1
C 0.2230 -0.2575 -0.0529 -1.1 1.3 -1.8
C 1.1252 0.8485 -0.5108 -0.3 1.9 0.6
C -1.1730 0.3235 0.3844 -0.3 -0.8 -0.5
C 0.3323 -0.8196 1.3160 0.2 -0.3 1.9
H 1.0638 -1.9083 -1.1290 0.2 0.0 0.1
H -0.6659 -2.0573 -0.8384 0.6 0.7 -0.6
H 0.0299 -0.9497 -2.1608 -0.3 0.0 0.7
H 1.8696 0.5044 -1.1811 1.0 -0.3 -0.5
H 1.5865 1.4725 0.3033 -0.5 -0.7 -0.6
H -1.0568 1.3532 0.7425 -0.1 -0.1 -0.1
H -2.0265 0.2701 -0.3760 1.1 -0.1 1.2
H -1.5552 -0.3947 2.4109 1.0 -0.5 -1.6
H 0.9699 -0.1683 1.9677 -0.6 -0.4 -0.2
H 0.6823 -1.8551 1.3975 0.1 0.2 0.0
N -1.1444 -0.7034 1.4814 -0.7 1.0 1.0
F 0.3571 1.7834 -1.2878 0.4 -0.7 0.4

=====

8.
17
Properties=species:S:1:pos:R:3:forces:R:3 method="wB97M-V/def2-TZVPD" total_charge=0 homo_energy_ev="-5.86 / -8.84" orbital_gap_ev="5.81 / 9.53" e_lumo_ev="-0.05 / 0.69"
C -1.8157 1.4373 -1.0279 -3.7 -2.6 4.0
C -3.1682 0.9647 -1.0807 -1.1 0.8 -1.8
C 1.9026 -1.6171 1.6534 -1.7 1.3 2.2
C 1.1442 -1.0360 0.4684 -0.6 1.2 -2.1
C 1.5217 0.4111 0.0501 0.9 -2.8 -2.1
N -0.8586 1.8350 -1.5331 5.2 2.3 -3.7
F 2.1789 0.4112 -1.2164 -0.8 0.2 1.5
H -3.8318 1.4123 -1.8832 0.8 -0.6 -0.1
H -3.7353 1.2453 -0.2359 -0.3 -0.1 1.5
H -3.0844 -0.1175 -1.1599 -0.4 0.0 -0.1
H 2.0232 -2.6730 1.7091 0.1 -0.9 -0.6
H 2.8272 -1.1347 1.8720 1.0 0.2 -0.3
H 1.2993 -1.3940 2.5967 0.6 -0.2 -1.1
H 0.0592 -0.8416 0.7727 1.0 -1.2 -0.8
H 1.3391 -1.6476 -0.5206 -1.0 1.0 2.0
H 2.0738 0.9917 0.7192 0.7 1.3 1.0
H 0.1248 1.7527 -1.1839 -0.6 0.1 0.3

=====

9.
18
Properties=species:S:1:pos:R:3:forces:R:3 method="wB97M-V/def2-TZVPD" total_charge=+1 homo_energy_ev="-13.49 / -12.37" orbital_gap_ev="8.79 / 6.60" e_lumo_ev="-4.70 / -5.76"
C -0.7390 -1.4894 0.3287 0.3 1.4 1.5
C 1.0985 1.0661 -0.7592 -2.7 -0.4 -1.2
C 0.3576 1.7760 0.3794 -0.8 -1.6 -0.2
C 1.3784 -0.4051 -0.4450 0.1 -0.7 -1.5
C -0.9808 1.2847 0.7747 1.8 -0.6 1.8
N 0.1607 -1.2461 -0.5792 -0.8 -1.3 -0.8
N -1.6918 -2.4041 0.3963 -1.1 -1.0 1.2
F -1.3457 1.4372 2.0220 0.3 -0.1 -0.5
H 0.5315 1.2879 -1.7567 1.1 -0.8 1.6
H 2.0207 1.5259 -0.8016 2.0 1.2 -0.4
H 0.9680 1.9778 1.2030 1.1 -0.7 1.8
H 0.1715 2.7806 0.1549 -0.6 1.9 -1.3
H 2.0628 -0.9451 -1.2027 -0.7 1.5 1.2
H 1.8568 -0.4523 0.5498 -0.6 -0.4 -0.4
H -1.7848 1.2924 0.1227 -1.6 -0.4 -1.3
H 0.1262 -1.8421 -1.4206 0.4 0.3 0.3
H -2.0077 -2.6939 1.3871 0.5 1.1 -2.3
H -2.1827 -2.9505 -0.3536 1.1 0.7 0.6

=====

10.
18
Properties=species:S:1:pos:R:3:forces:R:3 method="wB97M-V/def2-TZVPD" total_charge=+1 homo_energy_ev="-12.89 / -12.89" orbital_gap_ev="8.43 / 8.44" e_lumo_ev="-4.46 / -4.45"
C -0.2319 -0.4702 0.1071 -0.8 0.1 1.7
C 0.7265 -2.5996 1.0662 0.6 3.1 -0.6
C 1.3230 -1.4112 1.7489 2.4 -2.1 -1.6
C -1.3564 1.3103 -0.7998 -2.0 2.2 -0.7
C 0.2623 0.1649 -2.2203 -2.8 -1.2 -1.3
N 0.5693 -1.4139 0.5044 -0.4 -2.2 -0.7
N -0.4171 0.2400 -0.8988 1.3 0.1 -1.7
F -0.3495 1.9530 2.5582 -0.2 -0.9 -0.4
H -0.0890 2.7672 2.8694 0.2 0.9 0.4
H 0.0744 -3.4220 1.1332 -0.5 -0.8 0.1
H 0.8608 -0.9682 2.5578 -0.9 1.0 1.8
H 2.3766 -1.2488 1.4956 -0.4 0.2 0.8
H -2.1013 1.1406 -1.6364 0.7 0.4 0.9
H -1.9193 1.1817 0.1741 0.9 0.8 -1.1
H -0.8456 2.3701 -1.0216 -1.1 -2.4 0.9
H 0.9433 0.9649 -2.3045 0.6 1.1 -0.3
H 0.7985 -0.7695 -2.2990 0.0 -0.2 -0.1
H -0.6246 0.2107 -3.0345 2.4 0.0 1.8

=====

11.
18
Properties=species:S:1:pos:R:3:forces:R:3 method="wB97M-V/def2-TZVPD" total_charge=0 homo_energy_ev="-7.91 / -7.92" orbital_gap_ev="8.16 / 8.18" e_lumo_ev="0.25 / 0.26"
C 0.5306 -0.2179 -0.5309 -1.8 -3.1 2.6
C 0.2244 1.9261 -1.7448 -0.4 -0.6 0.8
C -0.7780 1.3448 0.7349 0.0 2.2 -0.6
C 0.5909 -2.7648 0.7104 1.5 2.8 3.4
C -0.4045 0.9297 -0.6856 -1.3 -0.3 -0.8
N -0.4633 -1.7919 0.7998 1.7 2.3 -1.6
O 1.6471 -0.5021 -0.5588 0.9 0.8 -0.7
F -1.6305 0.3832 -1.1431 0.8 0.1 -0.7
H -0.5706 2.6141 -2.1651 1.1 -0.1 1.3
H 0.4772 1.3677 -2.6854 0.3 0.2 1.2
H 1.1613 2.3081 -1.1526 -1.8 0.0 -1.8
H -0.8128 0.5508 1.4598 0.3 -0.4 0.0
H -1.7629 1.8381 0.7218 0.1 -0.4 -0.4
H -0.1319 2.1745 0.9905 0.5 -0.1 0.7
H 1.6064 -2.2795 0.6150 -0.8 -0.3 -1.1
H 0.8155 -3.0411 1.7556 -0.6 -1.0 -0.2
H 0.3787 -3.5305 0.0645 0.1 -2.1 -1.5
H -1.1543 -2.0993 0.1529 -1.0 0.0 -0.6

=====

12.
18
Properties=species:S:1:pos:R:3:forces:R:3 method="wB97M-V/def2-TZVPD" total_charge=0 homo_energy_ev=-9.55 smiles=NC[C@@]1(CCF)CO1 orbital_gap_ev=10.41 e_lumo_ev=0.86
C -1.1430 1.0525 0.5242 1.9 0.1 0.2
C -0.7533 -0.3234 -0.0020 1.9 1.0 0.3
C 0.6651 -0.5055 -0.5622 -0.5 0.5 1.9
C 1.7630 -0.1976 0.5054 -1.4 -0.1 -1.6
C -1.3961 -1.5038 0.5138 -1.8 -1.1 1.1
H -0.4575 2.9767 0.3316 -0.3 0.0 -0.5
H -1.2022 2.3404 -1.0765 0.6 0.3 0.8
H -2.1838 1.0563 0.5758 -2.0 0.0 0.3
H -0.7453 1.2334 1.5088 0.1 -0.4 0.7
H 0.7882 0.1455 -1.3807 0.4 1.1 -0.9
H 0.7248 -1.4771 -0.9589 0.3 -1.5 -0.3
H 1.8531 -0.9070 1.3093 -0.1 -0.5 0.2
H 1.4862 0.7612 0.9030 0.4 0.7 0.3
H -2.1545 -1.4966 1.3212 0.4 0.5 -0.5
H -1.0270 -2.5207 0.4107 0.6 0.2 -0.1
N -0.6137 2.1609 -0.2493 -0.2 -0.2 -1.1
O -1.7955 -0.9052 -0.7149 -0.6 -0.7 -1.0
F 2.9738 -0.1255 -0.1506 0.4 0.1 0.1